[1]
Density functional theory data (ωB97M-V/def2-TZVPD) for a molecular structure, C12H36B2F8O12Tl at a distorted geometry.

```
! RIJCOSX wB97M-V def2-TZVPD def2/J DEFGRID3
* xyz 1 1
Tl -3.09 -0.82 -1.08
B -0.45 0.12 0.60
F -1.23 -0.45 1.65
F 0.74 0.56 1.16
F -0.19 -0.79 -0.45
F -1.17 1.19 0.09
B -3.86 1.59 1.66
F -5.06 1.88 2.29
F -3.86 1.86 0.29
F -2.77 2.18 2.25
F -3.75 0.15 1.87
C 2.78 2.81 -2.41
C 2.01 1.75 -1.63
O 0.69 2.30 -1.42
O 3.40 3.69 -1.46
H 2.20 3.23 -3.23
H 3.69 2.32 -2.79
H 2.48 1.53 -0.67
H 1.97 0.85 -2.25
H 0.58 2.35 -0.47
H 3.67 4.48 -1.95
C 3.06 2.55 2.06
C 3.54 3.57 1.02
O 3.97 4.77 1.71
O 2.27 3.03 3.14
H 3.90 2.15 2.66
H 2.68 1.63 1.62
H 2.66 3.83 0.42
H 4.38 3.19 0.45
H 3.58 4.62 2.58
H 1.73 2.30 3.46
C -1.23 0.94 -4.02
C -0.55 -0.43 -4.13
O -1.43 -1.47 -3.79
O -1.49 1.24 -2.68
H -2.22 0.86 -4.49
H -0.74 1.74 -4.57
H 0.39 -0.40 -3.58
H -0.35 -0.58 -5.20
H -1.09 -2.31 -4.12
H -0.70 1.70 -2.32
C -2.95 -4.33 -2.37
C -2.09 -4.23 -1.16
O -1.45 -2.98 -1.15
O -4.01 -3.36 -2.40
H -3.41 -5.32 -2.39
H -2.36 -4.33 -3.29
H -1.31 -5.00 -1.22
H -2.70 -4.46 -0.27
H -0.59 -3.02 -0.71
H -4.71 -3.84 -2.87
C 2.03 -1.55 -1.66
C 2.21 -2.06 -0.22
O 1.21 -3.05 0.03
O 2.38 -2.53 -2.63
H 2.70 -0.68 -1.77
H 1.04 -1.12 -1.83
H 1.94 -1.24 0.45
H 3.25 -2.37 -0.19
H 1.63 -3.90 0.19
H 3.34 -2.54 -2.65
C -1.66 -0.25 6.37
C -1.35 -0.89 5.02
O -2.12 -0.21 4.08
O -3.00 0.16 6.43
H -1.10 0.69 6.53
H -1.36 -0.88 7.21
H -1.45 -1.98 5.01
H -0.30 -0.63 4.75
H -1.70 -0.42 3.20
H -3.26 0.62 7.24
*
```

Results
DFT total energy = -2402.5854 Eh
LUMO level = -10.13 eV
HOMO energy = -12.0827 eV

[2]
Density functional theory data (ωB97M-V/def2-TZVPD) for C3H9NO3S in the gas phase at a distorted geometry.

```
! RIJCOSX wB97M-V def2-TZVPD def2/J DEFGRID3
* xyz 0 1
C 0.75 -1.79 -0.27
C 1.40 1.94 -0.32
C 0.73 -0.36 0.18
N -2.11 -0.89 0.56
O -1.39 1.52 1.02
O -1.70 0.58 -1.35
O 1.62 0.50 -0.42
S -1.24 0.44 -0.01
H 0.02 -2.01 -1.06
H 1.76 -1.94 -0.63
H 0.59 -2.59 0.55
H 2.00 2.24 -1.17
H 2.01 2.13 0.59
H 0.34 2.29 -0.50
H 0.68 -0.21 1.29
H -2.44 -0.72 1.54
H -3.01 -1.12 -0.01
*
```

Results
structure (SMILES) = CO[C@H](C)S(N)(=O)=O
DFT total energy = -798.2843 Eh
LUMO level = 0.56 eV
HOMO energy = -9.5484 eV
energy above the lowest of the compared OMol25 structures with the same formula, charge and spin = 309.6 kJ/mol

[3]
Density functional theory data (ωB97M-V/def2-TZVPD) for a molecular structure, C8H21BCrF2I2O2P.

```
! RIJCOSX wB97M-V def2-TZVPD def2/J DEFGRID3
* xyz 2 2
Cr -0.31 0.69 -0.12
C -1.10 0.89 2.85
O -0.08 0.60 1.84
C 1.25 0.95 2.30
C 2.18 0.46 1.25
O 1.65 0.92 -0.03
C 2.47 1.92 -0.72
H -0.86 0.31 3.74
H -2.05 0.57 2.45
H -1.09 1.96 3.06
H 1.44 0.45 3.25
H 1.29 2.03 2.44
H 2.22 -0.63 1.19
H 3.19 0.84 1.39
H 3.44 1.47 -0.93
H 2.57 2.79 -0.08
H 1.95 2.17 -1.64
I -0.75 0.98 -2.89
C -2.76 1.36 -2.36
I -3.07 0.75 -0.36
H -3.41 0.77 -3.00
H -2.93 2.42 -2.42
F -0.22 3.44 0.93
B -0.69 2.80 -0.13
F -1.24 3.53 -1.09
C -0.10 -2.95 0.76
P -0.29 -1.87 -0.68
C -1.75 -2.54 -1.52
C 1.12 -2.29 -1.74
H -0.02 -3.98 0.42
H -0.96 -2.87 1.42
H 0.80 -2.70 1.33
H -1.59 -3.60 -1.72
H -1.92 -2.03 -2.46
H -2.63 -2.43 -0.89
H 0.92 -3.22 -2.28
H 2.01 -2.44 -1.13
H 1.33 -1.51 -2.47
*
```

Results
DFT total energy = -2673.1438 Eh
LUMO level (alpha / beta) = -7.94 / -7.26 eV
HOMO energy (alpha / beta) = -15.5769 / -15.4900 eV
energy above the lowest of the compared OMol25 structures with the same formula, charge and spin = 0.0 kJ/mol

[4]
Density functional theory data (ωB97M-V/def2-TZVPD) for a molecular structure, C49H26F15GeKN2O3S5 at a distorted geometry.

```
! RIJCOSX wB97M-V def2-TZVPD def2/J DEFGRID3
* xyz -2 1
K -0.29 0.51 1.39
S -3.40 0.76 5.72
C -3.14 -0.93 5.53
C -3.48 -2.00 6.35
C -3.12 -3.28 5.97
C -2.42 -3.50 4.78
C -2.08 -2.44 3.96
C -2.45 -1.15 4.32
N -2.17 -0.01 3.59
C -2.58 1.06 4.17
C -2.42 2.45 3.69
C -2.97 3.47 4.47
C -2.82 4.79 4.09
C -2.13 5.07 2.92
C -1.61 4.03 2.16
C -1.70 2.66 2.49
H -4.01 -1.83 7.28
H -3.38 -4.12 6.61
H -2.13 -4.50 4.51
H -1.52 -2.60 3.05
H -3.52 3.26 5.38
H -3.24 5.59 4.70
H -2.00 6.10 2.60
H -1.09 4.31 1.24
F 0.38 -2.13 -1.38
C 1.61 -1.73 -1.77
C 1.75 -0.74 -2.73
C 3.05 -0.44 -3.08
F 3.32 0.53 -3.98
C 4.15 -1.07 -2.52
F 5.39 -0.73 -2.90
C 3.97 -2.04 -1.56
F 5.02 -2.66 -1.01
C 2.68 -2.38 -1.17
F 2.48 -3.34 -0.27
Ge 0.11 0.24 -3.30
S -0.99 1.01 -1.69
C 0.72 1.53 -4.71
C 0.58 2.91 -4.62
F 0.08 3.48 -3.52
C 0.95 3.76 -5.65
F 0.80 5.08 -5.53
C 1.48 3.24 -6.81
F 1.85 4.05 -7.81
C 1.65 1.87 -6.94
F 2.18 1.37 -8.06
C 1.27 1.06 -5.89
F 1.49 -0.26 -6.04
C -0.94 -1.00 -4.49
C -0.67 -2.33 -4.75
F 0.41 -2.93 -4.23
C -1.48 -3.13 -5.54
F -1.19 -4.42 -5.74
C -2.61 -2.59 -6.11
F -3.41 -3.34 -6.88
C -2.92 -1.26 -5.89
F -4.00 -0.72 -6.47
C -2.08 -0.49 -5.10
F -2.40 0.80 -4.95
O 1.77 -0.19 2.25
C 2.66 0.81 2.41
C 4.07 0.24 2.57
C 5.31 0.81 2.48
C 6.36 -0.13 2.73
C 5.87 -1.37 3.00
S 4.16 -1.42 2.94
C 2.34 1.65 3.65
C 2.91 2.78 4.15
C 2.28 3.23 5.35
C 1.26 2.42 5.73
S 1.05 1.11 4.65
C 2.63 1.75 1.18
C 2.03 2.96 1.00
C 2.04 3.40 -0.35
C 2.65 2.51 -1.18
S 3.20 1.13 -0.32
H 5.47 1.84 2.22
H 7.41 0.11 2.70
H 6.45 -2.26 3.21
H 3.74 3.28 3.67
H 2.57 4.13 5.89
H 0.60 2.54 6.57
H 1.56 3.50 1.81
H 1.59 4.31 -0.70
H 2.79 2.58 -2.25
O -4.95 -2.55 -2.33
C -4.52 -2.04 -1.16
O -5.29 -1.61 -0.34
C -3.00 -2.01 -1.04
N -2.43 -3.04 -1.94
C -2.16 -4.24 -1.11
C -2.64 -3.91 0.30
C -2.51 -2.40 0.34
H -2.67 -1.01 -1.35
H -1.56 -2.68 -2.32
H -4.12 -2.91 -2.74
H -1.08 -4.45 -1.11
H -2.66 -5.12 -1.53
H -2.06 -4.42 1.07
H -3.69 -4.20 0.43
H -1.45 -2.14 0.40
H -3.00 -1.89 1.16
*
```

Results
DFT total energy = -8383.9453 Eh
LUMO level = 3.59 eV
HOMO energy = -2.1888 eV
energy above the lowest of the compared OMol25 structures with the same formula, charge and spin = 9.7 kJ/mol

[5]
Density functional theory data (ωB97M-V/def2-TZVPD) for a molecular structure, C52H44As2BrKN7O2S.

```
! RIJCOSX wB97M-V def2-TZVPD def2/J DEFGRID3
* xyz -1 1
K 0.50 -0.07 -0.65
C -3.87 0.49 0.04
C -3.71 -0.65 1.04
As -2.26 -1.89 0.46
C -1.37 -2.38 2.13
C -0.59 -3.53 2.09
C 0.13 -3.92 3.21
C 0.09 -3.15 4.36
C -0.65 -1.99 4.40
C -1.39 -1.60 3.28
C -3.37 -3.49 0.24
C -3.80 -3.81 -1.04
C -4.63 -4.91 -1.25
C -5.02 -5.69 -0.19
C -4.59 -5.38 1.10
C -3.77 -4.28 1.31
As -2.28 1.66 0.14
C -2.93 2.89 1.51
C -4.17 3.51 1.46
C -4.60 4.31 2.51
C -3.79 4.49 3.62
C -2.55 3.87 3.68
C -2.12 3.07 2.63
C -2.52 2.75 -1.49
C -2.69 4.07 -1.43
C -2.75 4.92 -2.63
C -2.55 4.43 -3.85
C -2.27 2.98 -4.06
C -2.33 2.06 -2.81
H -4.76 1.09 0.26
H -3.97 0.12 -0.99
H -4.62 -1.26 1.09
H -3.51 -0.27 2.04
H -0.52 -4.12 1.18
H 0.74 -4.81 3.16
H 0.68 -3.44 5.23
H -0.63 -1.35 5.27
H -1.93 -0.66 3.33
H -3.50 -3.20 -1.89
H -4.96 -5.14 -2.26
H -5.66 -6.55 -0.35
H -4.89 -6.00 1.93
H -3.43 -4.06 2.31
H -4.81 3.38 0.59
H -5.57 4.79 2.46
H -4.13 5.11 4.44
H -1.92 4.00 4.55
H -1.16 2.58 2.69
H -2.80 4.58 -0.48
H -2.98 5.97 -2.49
H -2.62 5.07 -4.72
H -2.89 2.60 -4.88
H -3.02 1.22 -2.91
N 0.12 3.56 -4.01
C 0.70 3.12 -2.83
N 0.17 2.11 -2.27
C -0.87 1.65 -3.18
N -0.86 2.58 -4.36
C -0.67 0.20 -3.59
C -0.09 -0.13 -4.80
N 0.04 -1.40 -5.19
C -0.39 -2.32 -4.36
C -0.95 -2.00 -3.12
N -1.11 -0.74 -2.75
H 0.78 3.73 -4.76
H 1.56 3.64 -2.43
H 0.25 0.65 -5.47
H -0.28 -3.36 -4.64
H -1.25 -2.78 -2.44
Br 3.51 0.80 -2.86
C 3.97 1.80 -1.31
C 5.11 2.60 -1.35
C 5.45 3.25 -0.18
C 4.66 3.08 0.95
C 3.54 2.27 0.87
N 3.20 1.64 -0.26
H 5.69 2.67 -2.25
H 6.33 3.88 -0.15
H 4.90 3.56 1.89
H 2.89 2.08 1.71
O 7.31 -2.52 -5.33
C 7.21 -2.51 -3.97
O 8.21 -2.46 -3.32
C 5.84 -2.60 -3.41
C 5.71 -2.77 -2.03
C 4.48 -2.86 -1.43
C 3.29 -2.78 -2.18
S 1.72 -2.85 -1.43
C 3.43 -2.60 -3.57
C 4.67 -2.51 -4.17
H 6.44 -2.64 -5.72
H 6.61 -2.82 -1.43
H 4.40 -2.99 -0.36
H 2.54 -2.51 -4.17
H 4.68 -2.34 -5.24
C 1.02 0.67 2.23
C 1.41 0.53 3.54
C 2.31 -0.50 3.97
C 2.64 -0.69 5.28
C 2.11 0.12 6.30
C 1.25 1.17 5.91
C 0.92 1.38 4.60
C 2.44 -0.09 7.66
N 2.71 -0.25 8.77
H 0.37 1.47 1.91
H 1.44 0.01 1.48
H 2.72 -1.17 3.22
H 3.32 -1.49 5.54
H 0.84 1.83 6.67
H 0.26 2.20 4.36
*
```

Results
DFT total energy = -10585.4096 Eh
LUMO level = 1.60 eV
HOMO energy = -3.2137 eV
energy above the lowest of the compared OMol25 structures with the same formula, charge and spin = 267.7 kJ/mol

[6]
Density functional theory data (ωB97M-V/def2-TZVPD) for 3 unconnected molecules or ions with the total composition C4H14NO3 at a distorted geometry.

```
! RIJCOSX wB97M-V def2-TZVPD def2/J DEFGRID3
* xyz -1 1
C 0.38 -2.37 0.29
N 0.36 -0.97 -0.25
C 1.15 0.07 0.40
C 1.64 1.05 -0.71
C 0.57 1.62 -1.71
O -0.31 2.54 -1.10
H 0.71 -2.35 1.40
H -0.57 -2.87 0.27
H 1.11 -2.99 -0.17
H -0.57 -0.59 -0.26
H 0.57 0.67 1.10
H 2.09 -0.32 0.94
H 2.48 0.65 -1.23
H 2.05 1.96 -0.15
H 0.10 0.71 -2.02
H 0.91 2.17 -2.61
H -2.95 1.55 0.49
H -1.01 2.03 -0.48
O -2.16 1.05 0.39
H -2.33 -0.61 1.30
H -1.85 -1.50 2.45
O -2.37 -1.50 1.67
*
```

Results
DFT total energy = -441.2738 Eh
LUMO level = 3.88 eV
HOMO energy = -4.2232 eV
energy above the lowest of the compared OMol25 structures with the same formula, charge and spin = 118.2 kJ/mol